Entry 1:
84
Properties=species:S:1:pos:R:3:lowdin_spin:R:1 method="wB97M-V/def2-TZVPD" multiplicity=2 homo_lumo_gap_ev="4.12 / 6.67" largest_force_ha_per_bohr=0.07951 e_above_lowest_ev=2.199 s2=0.77 charge=-1
Ti -0.955 0.139 1.543 0.337
O 0.689 0.142 2.193 0.003
C 1.340 0.797 3.107 0.066
C 2.646 0.404 3.450 -0.012
C 3.403 1.128 4.346 0.076
C 2.880 2.281 4.933 -0.004
C 1.605 2.686 4.628 0.056
C 0.789 1.958 3.741 0.030
C -0.547 2.374 3.509 0.201
N -1.439 1.701 2.839 0.111
C -2.786 2.229 2.813 0.011
C -3.512 1.691 1.565 0.001
N -3.034 0.348 1.398 -0.003
C -3.839 -0.654 1.346 0.004
C -3.383 -1.998 1.508 0.002
C -4.131 -3.084 1.034 0.000
C -3.708 -4.375 1.234 0.003
C -2.534 -4.608 1.953 0.001
C -1.797 -3.567 2.467 0.004
C -2.167 -2.225 2.238 0.003
O -1.464 -1.243 2.715 0.026
H 3.043 -0.470 2.951 -0.002
H 4.409 0.812 4.581 0.006
H 3.480 2.852 5.625 -0.002
H 1.191 3.574 5.087 0.002
H -0.845 3.313 3.994 0.015
H -2.796 3.329 2.813 0.003
H -3.325 1.885 3.713 0.005
H -3.230 2.297 0.696 0.000
H -4.606 1.743 1.697 0.001
H -4.922 -0.487 1.244 0.000
H -5.027 -2.875 0.462 0.000
H -4.256 -5.200 0.809 0.000
H -2.187 -5.622 2.088 0.000
H -0.874 -3.748 2.997 0.000
O -1.838 2.636 -1.264 0.012
C -1.528 1.558 -0.777 0.009
O -0.743 1.455 0.249 0.015
C -2.046 0.278 -1.380 0.000
C -2.867 0.330 -2.492 0.007
C -3.280 -0.849 -3.128 0.002
C -2.848 -2.084 -2.653 0.002
C -1.995 -2.153 -1.561 0.001
C -1.581 -0.972 -0.871 0.000
O -0.833 -1.044 0.172 -0.001
N -1.550 -3.422 -1.116 0.001
O -2.184 -4.413 -1.484 0.001
O -0.562 -3.494 -0.392 0.002
N -4.101 -0.790 -4.279 0.000
O -4.425 -1.850 -4.818 0.001
O -4.455 0.313 -4.694 0.000
H -3.162 1.293 -2.885 0.001
H -3.148 -2.993 -3.155 0.000
C 4.103 -1.922 -1.125 0.000
C 4.067 -0.408 -1.255 0.000
C 4.636 0.007 -2.595 0.000
Sb 1.952 0.225 -0.702 0.000
C 0.963 0.033 -2.721 0.001
C 0.909 -1.444 -3.079 0.000
C 1.422 0.848 -3.916 0.000
C 2.255 2.465 -0.519 0.000
C 3.006 2.695 0.783 0.001
C 2.944 3.236 -1.630 0.000
H 5.122 -2.302 -1.215 0.000
H 3.503 -2.380 -1.908 0.000
H 3.699 -2.240 -0.166 0.000
H 4.689 0.023 -0.464 0.000
H 4.085 -0.465 -3.403 0.000
H 5.680 -0.312 -2.676 0.000
H 4.599 1.083 -2.729 0.000
H -0.042 0.375 -2.475 0.000
H 1.871 -1.766 -3.474 0.000
H 0.157 -1.628 -3.849 0.000
H 0.677 -2.052 -2.206 0.000
H 2.396 0.529 -4.275 0.000
H 1.465 1.905 -3.676 0.000
H 0.702 0.723 -4.728 0.000
H 1.228 2.826 -0.414 0.000
H 3.993 2.235 0.736 0.000
H 2.460 2.274 1.622 0.000
H 3.142 3.762 0.968 0.000
H 3.971 2.903 -1.760 0.000
H 2.967 4.296 -1.364 0.000
H 2.418 3.148 -2.574 0.000


Entry 2:
78
Properties=species:S:1:pos:R:3:mulliken_charge:R:1 method="wB97M-V/def2-TZVPD" homo_lumo_gap_ev=5.38 largest_force_ha_per_bohr=0.01120 e_above_lowest_ev=0.438 charge=+3
Au -0.608 -0.044 -0.749 0.635
C 1.715 -1.922 -3.148 -1.034
C 2.753 -0.861 -2.912 0.494
C 3.641 -0.527 -3.924 -0.829
C 4.622 0.432 -3.726 -1.060
C 4.731 1.059 -2.500 -1.111
C 3.871 0.752 -1.447 1.956
C 4.072 1.472 -0.137 -1.409
C 2.882 -0.216 -1.676 -0.744
N 1.914 -0.456 -0.645 1.216
C 2.246 -0.954 0.475 0.603
C 3.564 -1.578 0.792 -2.283
C 1.223 -0.825 1.604 0.934
C 1.642 -1.150 2.996 -1.932
N 0.088 -0.325 1.326 0.781
C -0.901 0.060 2.296 -1.251
C -0.814 1.352 2.833 1.578
C 0.371 2.257 2.611 -1.675
C -1.837 1.770 3.677 -1.062
C -2.897 0.931 3.989 -0.980
C -2.938 -0.356 3.474 -0.884
C -1.945 -0.820 2.619 1.447
C -2.013 -2.238 2.112 -1.449
H 2.019 -2.568 -3.971 0.542
H 0.746 -1.488 -3.422 0.237
H 1.578 -2.550 -2.266 -0.103
H 3.570 -1.038 -4.877 0.505
H 5.306 0.682 -4.526 0.452
H 5.505 1.802 -2.342 0.545
H 4.949 1.080 0.383 0.384
H 3.228 1.397 0.553 -0.104
H 4.267 2.531 -0.311 0.520
H 4.192 -1.625 -0.094 0.460
H 3.412 -2.589 1.178 0.599
H 4.089 -1.017 1.569 0.389
H 2.167 -2.103 3.038 0.502
H 0.792 -1.165 3.673 0.453
H 2.346 -0.385 3.343 0.363
H 1.039 1.906 1.824 0.032
H 0.961 2.334 3.527 0.441
H 0.050 3.271 2.363 0.506
H -1.779 2.756 4.124 0.573
H -3.675 1.269 4.662 0.511
H -3.742 -1.025 3.759 0.557
H -2.405 -2.891 2.890 0.544
H -1.036 -2.623 1.821 0.195
H -2.687 -2.322 1.254 0.238
C -5.440 -0.113 -1.747 -0.789
N -4.603 0.918 -1.118 0.101
C -5.051 1.883 -0.230 -0.617
C -3.994 2.639 0.125 -0.445
N -2.896 2.135 -0.564 0.460
C -3.298 1.077 -1.315 0.058
S -2.295 0.130 -2.357 -0.249
C -1.627 2.762 -0.664 0.400
C -1.552 4.136 -0.736 -0.656
C -0.308 4.740 -0.868 -0.845
C 0.822 3.938 -0.942 -0.721
C 0.675 2.570 -0.873 -0.415
N -0.530 1.987 -0.714 0.235
H -6.446 -0.018 -1.352 0.344
H -5.042 -1.096 -1.506 0.326
H -5.462 0.033 -2.825 0.363
H -6.085 1.940 0.073 0.490
H -3.914 3.459 0.820 0.590
H -2.461 4.722 -0.734 0.650
H -0.233 5.817 -0.940 0.498
H 1.812 4.357 -1.060 0.596
H 1.524 1.906 -0.947 0.447
C 0.260 -5.318 -0.594 -1.157
C -1.012 -4.608 -1.084 -0.508
C -0.899 -3.163 -0.986 0.379
N -0.799 -2.029 -0.896 0.375
H 0.079 -6.390 -0.604 0.392
H 0.510 -5.027 0.425 0.331
H 1.104 -5.110 -1.249 0.342
H -1.891 -4.894 -0.500 0.383
H -1.227 -4.837 -2.131 0.359


Entry 3:
90
Properties=species:S:1:pos:R:3:mulliken_charge:R:1 method="wB97M-V/def2-TZVPD" homo_lumo_gap_ev="5.01 / 5.65" largest_force_ha_per_bohr=0.03876 charge=+3
Sn -1.488 0.955 -2.390 1.222
F -1.467 1.785 4.566 -0.338
C -1.924 0.664 3.981 0.358
C -1.797 0.533 2.632 -0.853
C -2.193 -0.649 1.998 0.771
C -2.019 -0.778 0.548 1.210
O -1.679 0.219 -0.116 -0.652
C -2.337 -2.103 0.050 -0.178
C -2.901 -3.054 0.874 -0.369
N -3.152 -2.859 2.165 0.199
C -3.856 -3.890 2.930 -0.348
C -5.218 -3.576 3.467 -0.405
C -5.066 -4.527 2.323 -0.948
C -2.735 -1.671 2.780 -0.203
C -2.877 -1.509 4.160 -0.887
C -2.478 -0.345 4.792 -0.687
N -2.631 -0.208 6.183 0.285
C -2.700 1.088 6.842 -0.661
C -3.635 1.000 8.031 -0.950
N -3.153 -0.074 8.980 -0.148
C -3.018 -1.407 8.279 -0.705
C -2.119 -1.242 7.070 -0.639
C -2.089 -2.413 -1.418 0.254
O -2.089 -3.686 -1.541 -0.302
O -1.852 -1.511 -2.192 -0.409
H -1.360 1.335 2.053 0.683
H -3.200 -4.017 0.487 0.767
H -3.193 -4.511 3.518 0.428
H -5.626 -2.598 3.246 0.244
H -5.475 -3.968 4.442 0.317
H -5.392 -4.181 1.350 0.354
H -5.207 -5.585 2.493 0.269
H -3.340 -2.296 4.739 0.747
H -3.091 1.849 6.176 0.494
H -1.708 1.421 7.175 0.417
H -4.638 0.711 7.724 0.365
H -3.679 1.936 8.581 0.440
H -3.792 -0.156 9.771 0.354
H -2.247 0.198 9.369 0.397
H -4.023 -1.710 7.996 0.385
H -2.608 -2.118 8.992 0.401
H -2.048 -2.199 6.560 0.431
H -1.103 -0.985 7.409 0.253
C 4.890 5.792 -3.171 -1.498
C 3.483 5.403 -3.033 0.865
C 2.835 4.608 -4.058 -0.585
C 1.578 4.140 -3.871 -0.162
C 0.885 4.489 -2.669 0.187
C 1.478 5.334 -1.672 -0.732
C 2.732 5.797 -1.863 -0.715
S -0.748 3.867 -2.321 1.505
O -0.440 2.767 -1.343 -0.475
O -1.473 4.969 -1.793 -0.640
O -1.241 3.226 -3.537 -0.752
H 5.440 5.128 -3.833 0.373
H 5.383 5.869 -2.201 0.434
H 4.920 6.805 -3.613 0.380
H 3.384 4.384 -4.964 0.468
H 1.074 3.540 -4.618 0.552
H 0.906 5.603 -0.791 0.499
H 3.198 6.452 -1.138 0.502
C 5.530 -3.929 -4.942 -1.190
C 4.297 -3.855 -4.039 -0.460
S 3.604 -2.244 -3.872 1.163
O 2.281 -2.347 -3.288 -0.674
O 4.585 -1.371 -3.262 -0.654
C 3.348 -1.621 -5.518 -0.709
C 3.297 -0.103 -5.470 -1.175
N 2.407 0.398 -4.394 0.434
C 1.083 0.174 -4.322 0.639
N 0.614 0.552 -3.135 0.397
C 1.685 0.998 -2.390 -0.958
C 2.777 0.909 -3.166 -0.275
N 4.054 1.499 -2.868 1.500
O 4.738 1.865 -3.810 -0.675
O 4.284 1.722 -1.702 -0.682
C 0.255 -0.428 -5.404 -2.080
H 6.019 -4.890 -4.798 0.386
H 6.252 -3.152 -4.690 0.354
H 5.272 -3.858 -5.998 0.322
H 4.546 -4.083 -2.999 0.398
H 3.478 -4.503 -4.357 0.404
H 2.417 -2.068 -5.868 0.351
H 4.170 -1.927 -6.165 0.630
H 2.941 0.278 -6.425 0.496
H 4.276 0.311 -5.281 0.460
H 1.606 1.393 -1.393 0.798
H 0.679 -0.251 -6.390 0.419
H -0.746 -0.002 -5.385 0.524
H 0.165 -1.506 -5.252 0.290


Entry 4:
85
Properties=species:S:1:pos:R:3:lowdin_spin:R:1 method="wB97M-V/def2-TZVPD" multiplicity=4 homo_lumo_gap_ev="8.39 / 8.31" largest_force_ha_per_bohr=0.01631 e_above_lowest_ev=0.099 s2=3.77 charge=+2
Mn -0.227 -0.467 0.190 2.884
C -5.019 0.302 -2.377 0.000
N -4.033 0.435 -1.309 0.003
C -4.199 1.168 -0.170 0.000
C -3.054 1.022 0.555 0.001
N -2.195 0.208 -0.125 -0.011
C -2.811 -0.140 -1.254 0.004
P -2.110 -1.156 -2.592 0.003
C -0.584 -0.190 -2.839 0.007
N 0.116 0.387 -1.871 0.036
C 1.143 1.049 -2.470 0.006
C 1.052 0.884 -3.824 0.001
N -0.042 0.099 -4.047 0.003
C -0.523 -0.331 -5.355 0.001
C -1.478 -2.483 -1.511 0.007
N -0.865 -2.290 -0.348 -0.004
C -0.558 -3.519 0.159 0.003
C -1.009 -4.472 -0.707 0.000
N -1.579 -3.808 -1.758 0.003
C -2.234 -4.447 -2.894 0.000
H -5.856 0.955 -2.149 0.000
H -5.375 -0.724 -2.440 0.000
H -4.588 0.601 -3.330 0.000
H -5.103 1.721 0.020 0.000
H -2.800 1.463 1.502 0.000
H 1.889 1.581 -1.904 0.000
H 1.662 1.245 -4.633 0.000
H 0.174 0.025 -6.108 0.000
H -1.507 0.085 -5.557 0.000
H -0.563 -1.417 -5.405 0.000
H -0.025 -3.633 1.087 0.000
H -0.963 -5.546 -0.674 0.000
H -1.825 -5.447 -3.009 0.000
H -2.037 -3.883 -3.802 0.000
H -3.307 -4.512 -2.729 0.000
Te 0.450 1.642 2.062 -0.003
C -0.757 3.342 2.306 -0.001
C -1.960 3.466 2.945 -0.001
C -2.455 4.797 2.918 0.000
C -1.627 5.649 2.256 -0.001
S -0.232 4.850 1.677 0.000
H -2.466 2.651 3.446 0.000
H -3.384 5.107 3.374 0.000
H -1.759 6.706 2.088 0.000
C 5.409 -6.363 1.926 0.000
C 4.641 -5.082 1.769 0.001
C 3.453 -4.864 2.456 0.000
C 2.743 -3.681 2.300 0.001
C 3.235 -2.704 1.454 0.000
C 4.426 -2.894 0.758 0.001
C 5.116 -4.079 0.919 0.000
S 2.357 -1.206 1.190 0.005
O 1.201 -1.196 2.123 0.025
O 3.266 -0.102 1.385 0.002
O 1.759 -1.265 -0.167 0.000
H 4.944 -7.022 2.657 0.000
H 6.432 -6.164 2.250 0.000
H 5.468 -6.896 0.977 0.000
H 3.079 -5.627 3.127 0.000
H 1.823 -3.510 2.844 0.000
H 4.805 -2.115 0.110 0.000
H 6.046 -4.232 0.384 0.000
C 1.893 0.238 6.878 0.000
N 2.013 1.225 5.766 0.000
C 2.705 0.605 4.589 0.000
C 0.691 1.906 5.412 0.000
C -0.361 0.934 4.957 0.000
C -1.161 0.326 5.924 0.000
C -2.088 -0.645 5.580 0.000
C -2.204 -1.037 4.257 0.001
C -1.442 -0.415 3.278 0.012
C -0.549 0.597 3.610 0.003
H 2.893 -0.094 7.145 0.000
H 1.300 -0.602 6.533 0.000
H 1.417 0.716 7.731 0.000
H 2.615 1.976 6.106 0.000
H 2.065 -0.171 4.172 0.000
H 3.641 0.176 4.937 0.000
H 2.895 1.367 3.840 0.000
H 0.943 2.639 4.648 0.000
H 0.383 2.438 6.311 0.000
H -1.065 0.622 6.962 0.000
H -2.703 -1.101 6.344 0.000
H -2.897 -1.821 3.981 0.000
H -1.526 -0.780 2.254 0.008


Entry 5:
76
Properties=species:S:1:pos:R:3:mulliken_charge:R:1 method="wB97M-V/def2-TZVPD" homo_lumo_gap_ev=8.49 largest_force_ha_per_bohr=0.02855 charge=+1
C 2.417 3.582 2.066 -1.063
N 2.148 2.814 0.874 0.392
C 2.978 2.866 -0.218 0.261
O 3.955 3.598 -0.333 -0.686
C 2.492 1.830 -1.217 -0.011
C 3.568 0.800 -1.549 -1.318
C 4.015 0.086 -0.296 0.107
C 5.041 0.622 0.487 -0.375
C 5.404 0.013 1.688 -0.751
C 4.731 -1.136 2.119 -0.577
C 3.732 -1.703 1.318 -0.574
C 3.414 -1.115 0.093 0.569
N 1.352 1.251 -0.525 0.588
C 0.602 0.257 -1.066 -1.052
C -0.238 -0.513 -0.323 -0.558
C -1.154 -1.529 -0.909 0.156
C -2.461 -1.644 -0.100 0.126
C -3.663 -1.487 -0.796 -0.383
C -4.880 -1.456 -0.112 -0.786
C -4.897 -1.651 1.275 -0.551
C -3.698 -1.801 1.981 -1.096
C -2.475 -1.744 1.295 0.113
C 1.113 1.793 0.818 -0.778
C -0.272 2.332 1.015 -0.700
C -0.675 3.445 0.377 -0.211
C -2.011 4.002 0.457 0.866
C -2.334 5.170 -0.274 -0.447
C -3.612 5.718 -0.216 -0.580
C -4.601 5.110 0.576 -0.423
C -4.298 3.948 1.301 -0.691
C -3.020 3.391 1.239 -0.400
H 3.245 4.265 1.857 0.386
H 1.528 4.153 2.358 0.279
H 2.694 2.912 2.893 0.358
H 2.129 2.356 -2.117 0.365
H 3.172 0.096 -2.290 0.454
H 4.405 1.353 -1.993 0.646
H 5.546 1.531 0.147 0.445
H 6.205 0.448 2.291 0.399
H 4.995 -1.598 3.071 0.403
H 3.202 -2.606 1.635 0.393
H 2.689 -1.591 -0.574 0.115
H 0.737 0.145 -2.150 0.895
H -0.279 -0.342 0.755 0.043
H -1.432 -1.241 -1.936 0.778
H -3.632 -1.372 -1.883 0.388
H -5.805 -1.277 -0.667 0.422
H -5.850 -1.682 1.809 0.432
H -3.704 -1.967 3.064 0.439
H -1.546 -1.801 1.873 0.298
H 1.304 1.016 1.582 0.537
H -0.918 1.747 1.670 0.368
H 0.036 3.985 -0.259 0.224
H -1.557 5.622 -0.896 0.370
H -3.846 6.618 -0.789 0.374
H -5.603 5.539 0.625 0.374
H -5.062 3.469 1.917 0.389
H -2.791 2.476 1.788 0.228
O -0.925 -5.575 -0.674 -0.530
C -1.086 -4.730 0.469 -0.793
C -0.151 -3.560 0.242 -0.302
N -0.502 -2.865 -1.089 0.286
C 0.726 -2.797 -2.020 0.425
C 0.404 -3.133 -3.460 -0.813
O 0.125 -4.530 -3.490 -0.506
H -1.327 -6.438 -0.484 0.351
H -2.126 -4.376 0.549 0.290
H -0.797 -5.249 1.396 0.452
H -0.141 -2.820 1.045 0.253
H 0.864 -3.942 0.107 0.455
H -1.186 -3.458 -1.563 0.615
H 1.161 -1.803 -1.928 -0.779
H 1.424 -3.537 -1.628 0.551
H -0.463 -2.559 -3.820 0.269
H 1.290 -2.888 -4.070 0.471
H 0.175 -4.843 -4.407 0.337


Entry 6:
87
Properties=species:S:1:pos:R:3:mulliken_charge:R:1 method="wB97M-V/def2-TZVPD" homo_lumo_gap_ev=6.87 largest_force_ha_per_bohr=0.03391 e_above_lowest_ev=0.823 charge=-2
K 0.020 -0.699 0.285 1.329
O 0.381 -5.064 -1.378 -0.730
C 0.508 -4.855 -2.693 0.211
C 0.233 -5.920 -3.559 -0.718
C 0.361 -5.762 -4.926 -0.231
C 0.766 -4.539 -5.461 -0.750
C 1.033 -3.483 -4.602 -0.363
C 0.912 -3.613 -3.221 0.285
C 1.172 -2.457 -2.292 0.506
O 0.980 -2.644 -1.046 -0.387
N 1.607 -1.355 -2.880 -1.231
N 1.556 -0.261 -2.066 1.190
C 2.403 0.660 -2.276 -1.168
C 2.292 1.926 -1.515 0.907
C 3.023 3.046 -1.903 -0.942
C 2.829 4.244 -1.235 -0.387
C 1.907 4.299 -0.202 -0.934
C 1.238 3.127 0.137 -0.163
N 1.438 1.970 -0.484 0.646
H 0.640 -4.190 -0.949 0.210
H -0.078 -6.863 -3.124 0.409
H 0.145 -6.598 -5.582 0.345
H 0.864 -4.413 -6.533 0.366
H 1.344 -2.517 -4.981 0.439
H 3.181 0.560 -3.034 0.188
H 3.714 2.972 -2.735 0.417
H 3.379 5.130 -1.531 0.365
H 1.706 5.220 0.330 0.443
H 0.497 3.110 0.933 0.194
C -2.582 -2.804 -0.796 -1.135
C -3.408 -1.641 -0.321 0.613
C -4.805 -1.541 -0.143 -1.508
C -5.013 -0.248 0.294 0.898
C -6.301 0.433 0.634 -1.334
N -3.804 0.352 0.376 0.641
N -2.820 -0.499 -0.009 -0.077
B -3.489 1.800 0.821 -1.002
N -2.921 2.663 -0.334 1.004
N -2.021 2.190 -1.235 -0.611
C -1.707 3.209 -2.013 0.698
C -0.723 3.025 -3.125 -1.186
C -2.403 4.377 -1.618 -1.400
C -3.170 3.978 -0.545 0.913
C -4.092 4.791 0.308 -1.224
N -2.527 1.807 2.040 0.143
N -1.231 1.423 1.916 0.861
C -0.707 1.467 3.133 0.699
C 0.710 1.039 3.376 -1.213
C -1.673 1.896 4.069 -1.493
C -2.818 2.097 3.326 0.809
C -4.175 2.527 3.787 -1.261
H -3.216 -3.640 -1.090 0.315
H -1.975 -2.517 -1.657 0.176
H -1.899 -3.155 -0.019 0.236
H -5.556 -2.298 -0.314 0.394
H -7.124 -0.268 0.492 0.342
H -6.318 0.777 1.671 0.165
H -6.480 1.306 0.003 0.233
H -4.524 2.312 1.180 -0.220
H -0.363 1.995 -3.123 0.158
H -1.176 3.232 -4.099 0.393
H 0.138 3.689 -3.008 0.168
H -2.348 5.367 -2.048 0.384
H -4.106 5.819 -0.058 0.362
H -5.112 4.403 0.292 0.201
H -3.770 4.805 1.352 0.153
H 1.330 1.201 2.491 0.169
H 1.147 1.594 4.208 0.403
H 0.759 -0.028 3.607 0.081
H -1.560 2.025 5.135 0.463
H -4.138 2.740 4.857 0.349
H -4.521 3.423 3.268 0.193
H -4.924 1.750 3.620 0.165
C 4.077 -1.861 3.219 -1.901
C 3.115 -2.258 2.113 2.386
C 3.636 -3.457 1.326 -1.434
O 2.961 -1.148 1.230 -0.616
C 1.716 -2.632 2.699 -0.030
O 1.683 -3.388 3.680 -0.851
O 0.749 -2.107 2.065 -0.547
H 5.078 -1.692 2.809 0.384
H 4.114 -2.651 3.971 0.360
H 3.736 -0.938 3.694 0.333
H 4.622 -3.227 0.909 0.381
H 2.955 -3.679 0.501 -0.019
H 3.711 -4.332 1.977 0.356
H 2.001 -1.175 1.074 -0.366